Molecular formula: C18H14ClN3O5S
Method: DFT, ωB97M-V with the def2-TZVPD basis set

Structure (XYZ):
```
42
Properties=species:S:1:pos:R:3:forces:R:3
C -0.47306 -4.30163 0.88148 2.344 -3.751 -4.058
H 0.35923 -4.22487 1.59450 -0.983 0.572 0.332
H 0.11477 -4.54716 -0.15204 -0.938 -0.848 2.344
H -1.25158 -5.04643 1.03672 0.503 -0.466 0.442
O -1.05234 -3.18263 0.46825 0.878 7.117 3.064
C -2.10807 -2.99527 -0.24900 -0.540 -0.029 -2.462
O -2.51510 -3.97086 -0.79603 -2.373 -1.090 -1.387
C -2.61229 -1.50942 -0.53612 2.278 -5.802 1.437
C -3.44868 -1.19613 -1.60231 5.618 7.193 7.234
C -3.85850 0.01250 -1.66256 2.439 5.024 5.700
C -3.65584 1.23171 -0.69742 0.195 -6.103 -3.042
C -2.90648 0.82581 0.28302 3.328 -4.479 2.176
C -2.28191 -0.73678 0.42364 -0.076 8.821 4.264
H -1.67577 -0.72180 1.42741 -1.207 -1.016 -2.449
C -2.45092 1.80582 1.23359 -3.795 -0.713 8.762
N -1.51112 2.66747 0.89602 5.163 2.296 -3.220
C -0.08000 2.20240 0.68295 -4.467 12.242 -4.771
C 0.59847 3.20423 0.01559 1.925 0.469 -1.253
C 2.12261 3.28262 -0.48726 -6.411 -7.690 5.554
N 2.62533 2.12810 -0.14717 1.256 3.506 -2.759
N 3.89303 1.98658 -0.68554 -1.839 1.920 0.871
C 4.55596 0.92367 -0.37470 8.834 -1.306 -2.239
O 5.86285 0.97780 -0.69557 -5.419 -0.707 1.925
C 3.89784 -0.35568 -0.03596 1.895 5.432 -2.525
C 4.50124 -1.47133 -0.17817 3.829 -7.102 3.872
C 3.49896 -2.48412 0.27485 -1.038 -1.307 -1.130
C 2.30448 -1.92760 0.12084 -2.023 3.823 0.021
O 2.65119 -0.32183 -0.20551 -5.259 -4.843 1.818
H 1.16986 -2.01502 0.30566 2.299 -0.082 -0.512
H 3.49203 -3.58791 0.59750 0.781 1.916 -0.759
H 5.55884 -1.76208 0.04912 -0.969 1.033 -0.850
H 4.42436 2.79324 -1.03584 -0.184 -0.546 0.185
H 2.50157 4.11533 -0.82955 2.218 4.078 -2.286
S -0.39043 4.48582 -0.58449 -0.617 -0.224 0.417
C -1.84480 3.81184 0.18486 -1.084 3.562 0.447
O -2.87442 4.55142 0.20188 2.174 -3.395 0.081
Cl 0.50938 0.96675 1.19512 3.425 -9.671 4.567
H -2.03677 1.42678 2.55207 -1.399 0.219 -3.964
H -3.32725 2.49246 1.59633 1.110 -1.362 -0.736
H -4.09649 2.16376 -0.73729 -0.902 1.730 -0.647
H -4.44076 0.22465 -2.33961 -6.158 2.143 -7.109
H -3.74939 -1.92220 -1.98928 -4.813 -10.565 -7.354
```
Positions in Å, forces in eV/Å.

Output
* LUMO: -0.31 eV
* Kohn-Sham gap: 7.9 eV

Here are the Mulliken charges for atoms 1 to 4, given in e: C -0.717; H 0.220; H 0.257; H 0.377